(1)
DFT (wB97M-V/def2-TZVPD) results for a molecular structure, C15H21N2O4Tc.

XYZ file:
```
43
Properties=species:S:1:pos:R:3:forces:R:3:lowdin_charge:R:1
Tc 0.63670 0.76544 -0.38416 0.482 -0.412 -0.751 1.41
O -0.01253 2.66915 0.48820 -0.835 0.348 0.121 -0.21
C -0.58530 2.54095 1.84074 0.235 0.197 -0.044 -0.19
C -2.10247 2.46847 1.82422 0.364 -0.346 -0.042 -0.16
C -2.67215 1.46996 0.81199 -0.176 -1.187 0.788 -0.12
C -2.28796 0.02410 1.13041 -0.209 0.463 -0.318 -0.24
C -3.19542 -0.87152 1.70637 0.026 1.144 -0.700 0.00
C -2.85767 -2.19486 1.78946 -0.569 -0.805 0.752 -0.04
C -1.59251 -2.61474 1.43152 0.643 0.145 -0.943 -0.03
C -0.73117 -1.66439 0.89974 -0.446 0.203 0.704 -0.13
N -1.05626 -0.36758 0.75936 -0.589 -0.497 0.215 0.01
H -0.62465 3.22322 -0.04285 0.535 -0.396 0.332 0.13
H -0.25506 3.41958 2.41665 0.012 -0.440 -0.116 0.14
H -0.15817 1.60964 2.25862 -0.104 0.626 -0.196 0.10
H -2.54697 3.41858 1.58943 -0.007 0.723 0.002 0.11
H -2.37222 2.24585 2.86930 -0.249 -0.131 -0.408 0.14
H -2.40780 1.66468 -0.22351 0.403 0.215 -0.097 0.11
H -3.75688 1.53802 0.81075 -0.133 0.019 0.195 0.12
H -4.19248 -0.51194 1.95834 0.268 -0.163 0.037 0.13
H -3.61446 -2.88507 2.16398 0.348 -0.018 -0.097 0.13
H -1.26769 -3.64864 1.41380 -0.200 0.065 0.303 0.12
H 0.27426 -1.89065 0.60871 0.350 -0.436 -0.181 0.09
O 3.00322 -2.00433 -1.88013 -0.438 -0.186 -0.044 0.09
C 1.87640 -1.79366 -2.24733 -0.119 0.333 -0.423 -0.46
C 1.09032 -2.46831 -3.40269 -0.369 0.085 1.025 -0.04
C -0.21136 -1.60825 -3.54921 0.862 -0.615 -0.244 -0.06
C -0.04544 -0.57318 -2.48521 0.165 0.111 0.428 -0.50
O -0.76017 0.42600 -2.21082 0.245 -0.584 -0.187 -0.07
N 1.05218 -0.79328 -1.71802 -0.703 0.672 -0.029 -0.02
H 0.91259 -3.51336 -3.07644 -0.107 0.566 -0.303 0.13
H 1.69795 -2.50717 -4.28738 0.269 0.042 -0.381 0.11
H -1.08558 -2.21115 -3.37951 -0.517 -0.141 0.305 0.12
H -0.36517 -1.16661 -4.52931 0.223 0.155 -0.099 0.13
C 3.78241 1.41783 -1.06678 0.016 0.000 -0.801 -0.04
O 3.48722 1.06566 0.29796 0.313 -0.372 -0.191 -0.09
C 2.28310 0.69077 0.60026 -0.777 0.026 0.847 -0.41
C 2.21626 0.11436 2.02822 0.586 0.457 -1.279 -0.04
H 2.88863 1.82275 -1.60764 0.711 -0.299 0.583 0.08
H 4.20021 0.54951 -1.60838 -0.565 0.125 0.437 0.10
H 4.58543 2.14026 -1.02405 -0.079 0.385 0.078 0.09
H 2.33267 0.96444 2.69431 -0.157 0.008 0.352 0.09
H 3.11821 -0.48199 2.09779 0.071 -0.383 0.385 0.09
H 1.31979 -0.47853 2.23330 0.218 0.296 -0.013 0.06
```
Positions in Å, forces in eV/Å.

## Properties
Net charge = +1
2S+1 = 4
Strongest force on any atom = 1.5 eV/A
HOMO energy (alpha / beta) = -11.33 / -11.42 eV
⟨S²⟩ = 3.802

***

(2)
DFT (wB97M-V/def2-TZVPD) results for a molecular structure, C21H35F4GeN6O2SSe2V.

XYZ file:
```
73
Properties=species:S:1:pos:R:3:forces:R:3:lowdin_charge:R:1
V 0.24104 -0.61452 1.05789 0.503 0.998 -1.061 0.95
C -2.10826 -5.40648 0.57892 0.089 -0.026 0.002 -0.07
C -1.77708 -3.91351 0.66360 0.039 -0.089 -0.070 -0.25
N -0.46843 -3.46905 0.17877 0.106 -0.047 -0.114 -0.20
C -0.21338 -3.64470 -1.25728 0.012 -0.116 0.083 -0.22
C 0.35355 -4.99101 -1.72684 0.027 0.096 0.017 -0.06
C 0.62859 -3.88355 1.03047 -0.121 0.021 -0.051 -0.18
C 1.88674 -3.03709 0.82681 -0.062 0.197 -0.134 -0.14
N 1.53470 -1.68593 0.39867 0.204 0.298 -0.342 -0.11
C 2.43420 -0.82214 -0.26843 -0.018 -0.335 0.073 -0.14
C 1.90878 0.02006 -1.23948 -0.051 -0.212 -0.005 -0.18
F 0.59837 -0.09816 -1.51100 -0.263 0.078 -0.203 0.06
C 2.65338 0.99880 -1.84670 0.052 0.060 -0.163 -0.21
F 2.07292 1.80421 -2.73191 -0.083 0.074 -0.112 0.12
C 3.98290 1.14283 -1.53521 0.301 0.218 -0.077 0.12
C 4.53545 0.29953 -0.59252 0.123 0.104 -0.139 -0.20
F 5.81772 0.41352 -0.26867 0.136 0.044 0.026 0.13
C 3.78265 -0.66158 0.04083 -0.199 -0.174 0.102 -0.14
F 4.34475 -1.42444 0.96499 0.108 -0.235 0.285 0.14
H -2.99095 -5.61504 1.19033 0.089 0.025 -0.082 0.08
H -1.28935 -6.02803 0.95891 -0.125 0.094 -0.041 0.08
H -2.33550 -5.71954 -0.44165 0.060 0.005 0.040 0.07
H -1.84390 -3.60370 1.70748 0.026 -0.030 -0.039 0.09
H -2.53247 -3.33961 0.12113 -0.039 0.013 -0.009 0.12
H 0.48737 -2.86663 -1.57470 -0.005 0.060 0.020 0.10
H -1.15291 -3.43982 -1.77156 -0.054 -0.015 -0.034 0.11
H 1.33342 -5.19818 -1.28546 -0.097 0.025 -0.048 0.07
H 0.49372 -4.95295 -2.81010 -0.014 -0.009 0.080 0.08
H -0.30107 -5.83098 -1.50463 -0.027 0.009 0.039 0.06
H 0.91141 -4.92968 0.88568 0.058 -0.112 0.081 0.12
H 0.30208 -3.78003 2.06275 -0.100 0.029 0.122 0.12
H 2.56377 -3.47638 0.10105 0.084 -0.001 -0.238 0.13
H 2.41239 -2.97082 1.77578 0.196 -0.012 0.145 0.12
H 4.58769 1.90319 -2.01572 -0.055 -0.070 0.046 0.15
C 2.18450 4.21706 2.46171 -0.016 -0.083 -0.132 0.00
O 2.04544 3.03404 1.64128 0.312 0.421 -0.016 0.04
C 1.02613 2.24280 1.82405 -0.164 -0.472 0.057 -0.53
O 0.88591 1.29853 1.01683 -0.295 -0.026 0.133 -0.06
N 0.20257 2.49142 2.84557 -0.150 -0.299 -0.267 0.06
N -0.88318 1.65192 3.07700 0.008 -0.092 -0.135 0.09
H 3.02256 4.76125 2.05051 0.105 -0.002 -0.064 0.11
H 2.40202 3.93987 3.49190 0.041 -0.031 0.044 0.11
H 1.28809 4.83328 2.39650 -0.007 -0.017 -0.033 0.10
H 0.45338 3.17350 3.53321 0.107 0.220 0.231 0.14
H -1.71434 2.21021 3.19459 -0.202 0.070 -0.017 0.11
H -0.71446 1.10958 3.91523 -0.020 -0.127 0.168 0.07
Se 1.46249 -0.44079 5.61187 -0.080 0.062 0.156 0.68
C 1.16438 -0.63533 3.91314 0.185 0.018 -0.421 -0.90
N 0.98911 -0.71368 2.74755 0.576 -0.096 1.583 -0.05
C -1.12790 2.57962 -3.53031 0.093 -0.062 -0.181 -0.22
Ge -1.68756 3.58992 -1.96953 0.042 0.038 0.070 0.74
C -2.65455 5.19914 -2.46284 -0.050 0.181 -0.109 -0.22
C -0.10768 4.01979 -0.90927 0.172 0.025 0.059 -0.20
C -2.88271 2.54440 -0.81470 0.078 -0.035 -0.065 -0.58
Se -2.30192 0.74953 -0.32705 -0.176 -0.169 0.128 0.93
C -2.68301 -0.13365 -2.01587 0.056 0.031 0.014 -0.35
H -0.37224 3.15327 -4.07463 -0.082 -0.078 0.025 0.03
H -1.96692 2.39111 -4.20496 0.095 -0.009 0.040 0.03
H -0.68053 1.62780 -3.23106 0.021 0.158 -0.090 0.00
H -2.01767 5.85829 -3.06051 -0.111 -0.056 0.074 0.03
H -2.97733 5.74368 -1.57147 0.016 -0.030 -0.107 0.02
H -3.53775 4.94420 -3.05506 0.081 0.067 0.066 0.03
H 0.52206 4.73716 -1.44426 -0.059 -0.070 0.097 0.03
H 0.47547 3.10910 -0.74505 -0.050 0.125 0.030 0.00
H -0.39330 4.45731 0.05471 0.062 -0.057 -0.103 0.02
H -3.87203 2.42977 -1.25726 -0.038 -0.014 0.029 0.03
H -3.01281 3.07535 0.12931 -0.029 -0.019 0.020 0.01
H -2.28704 0.45384 -2.83790 -0.047 -0.088 0.020 0.00
H -3.75605 -0.25637 -2.11487 -0.072 -0.014 -0.021 0.03
H -2.19955 -1.10811 -2.00118 -0.004 -0.013 0.039 0.01
S -3.57128 -1.15038 3.33693 -0.052 -0.023 0.028 0.77
C -2.28328 -1.17760 2.45307 0.575 0.067 -0.288 -0.93
N -1.29331 -1.18948 1.77060 -1.822 -0.469 0.741 -0.13
```
Positions in Å, forces in eV/Å.

## Properties
Net charge = +1
2S+1 = 2
Strongest force on any atom = 2.0 eV/A
Relative energy (zero: lowest compared OMol25 entry of this formula, charge and spin) = 7.1 kcal per mole
HOMO energy (alpha / beta) = -10.85 / -10.88 eV
⟨S²⟩ = 0.802

***

(3)
DFT (wB97M-V/def2-TZVPD) results for a single C5H10O molecule.

XYZ file:
```
16
Properties=species:S:1:pos:R:3:forces:R:3:lowdin_charge:R:1
C -1.72015 -1.06638 0.26292 -0.323 -0.023 -0.077 -0.10
O -0.36033 -1.03627 0.61150 -0.107 -0.042 0.052 -0.14
C 0.43271 -0.03816 0.02258 -0.015 0.100 0.135 -0.54
C 0.65566 -0.23496 -1.45753 0.076 -0.046 -0.005 -0.01
C 0.28158 1.37441 0.51879 -0.309 0.272 0.011 -0.08
C 1.35524 0.49054 1.08193 0.341 -0.161 -0.092 -0.06
H -2.19706 -1.74106 0.97847 -0.018 0.108 -0.133 0.09
H -2.18418 -0.07389 0.34533 0.055 -0.094 -0.029 0.09
H -1.89387 -1.45949 -0.74852 0.069 0.088 0.088 0.08
H 1.35078 0.49727 -1.87957 -0.048 -0.114 0.168 0.09
H 1.00588 -1.24401 -1.69336 0.042 0.107 0.095 0.09
H -0.31167 -0.08657 -1.95582 0.211 -0.052 -0.022 0.08
H 0.61158 2.13860 -0.18062 -0.110 -0.097 0.082 0.10
H -0.56402 1.67352 1.12586 0.055 -0.141 0.088 0.10
H 1.12412 0.03804 2.04067 0.147 0.094 -0.094 0.11
H 2.40300 0.72292 0.94024 -0.066 0.001 -0.266 0.10
```
Positions in Å, forces in eV/Å.

## Properties
Strongest force on any atom = 0.4 eV/A
Relative energy (zero: lowest compared OMol25 entry of this formula, charge and spin) = 36.7 kcal per mole
HOMO energy = -9.53 eV

***

(4)
DFT (wB97M-V/def2-TZVPD) results for 2 unconnected molecules or ions with the total composition C7H14N3O2.

XYZ file:
```
26
Properties=species:S:1:pos:R:3:forces:R:3:lowdin_charge:R:1
C -1.41734 0.74893 0.60688 -0.072 -0.132 0.181 -0.42
C 3.11349 1.81465 -0.12114 0.247 0.483 -0.525 -0.03
C 0.05581 0.41757 -1.12959 -0.063 0.501 -1.236 0.09
C -0.64681 -2.46597 -0.84702 0.094 0.101 0.103 -0.05
C -1.75321 2.00668 -1.51530 -0.600 0.656 -0.473 0.01
C -0.27432 -0.55379 2.39108 0.173 -0.178 0.456 0.03
C 0.64831 -1.83387 -0.36887 -0.319 -0.833 -0.342 -0.15
N -1.00930 1.05445 -0.74237 0.848 -0.828 0.430 -0.04
N -0.52757 -0.19795 1.02098 -0.037 -0.076 -0.055 -0.03
N 0.44365 -0.40748 0.01106 0.102 0.406 0.764 -0.09
O -2.33703 1.22900 1.18591 -0.031 0.091 0.050 0.19
O 2.50368 1.13522 0.66409 -0.147 -0.263 0.438 -0.02
H 3.65670 2.70952 0.20243 0.083 -0.022 0.157 0.11
H 3.13111 1.59762 -1.19923 -0.043 -0.130 0.020 0.10
H -1.03674 -1.93491 -1.71227 -0.050 0.001 -0.096 0.08
H -0.45137 -3.49325 -1.14111 0.021 -0.055 -0.019 0.09
H -1.40208 -2.47793 -0.06451 -0.043 -0.018 0.035 0.08
H -1.23007 2.19909 -2.44823 0.020 -0.066 0.089 0.10
H -2.74990 1.61244 -1.71915 0.093 0.003 0.019 0.12
H -1.86768 2.92641 -0.94029 0.048 -0.080 -0.046 0.11
H -0.31351 -1.63418 2.52874 -0.016 0.029 0.008 0.10
H 0.69632 -0.17075 2.71467 -0.041 -0.009 0.020 0.11
H -1.05622 -0.09131 2.99204 0.009 -0.022 -0.061 0.11
H 1.38745 -1.83577 -1.17121 0.038 0.171 0.171 0.14
H 1.04969 -2.36468 0.49574 0.054 0.218 0.005 0.13
H 1.38696 0.01028 0.30669 -0.369 0.054 -0.091 0.12
```
Positions in Å, forces in eV/Å.

## Properties
Net charge = +1
Strongest force on any atom = 1.3 eV/A
Relative energy (zero: lowest compared OMol25 entry of this formula, charge and spin) = 60.7 kcal per mole
HOMO energy = -13.95 eV

***

Question: Which of these has the highest strongest force on any atom?
Answer: C21H35F4GeN6O2SSe2V